ORCA calculation (wB97M-V/def2-TZVPD) on C36H77F6Mn2N10O20S2 as an isolated structure at a distorted geometry.

Computed properties:
Orbital gap (alpha / beta), eV: 6.40 / 6.93
E_HOMO (alpha / beta), eV: -5.0876 / -5.6195
2S+1: 11
⟨S²⟩: 30.005
Net charge: -1

The geometry in XYZ format:
```
153
C36H77F6Mn2N10O20S2 wB97M-V/def2-TZVPD
Mn 22.1930 37.4325 5.5533
Mn 21.6026 33.4187 6.7378
S 23.0410 34.6328 3.8392
S 20.8745 30.1302 6.9067
F 22.2670 28.9153 8.8562
F 21.3934 33.9519 1.7496
F 23.0696 32.5101 2.0958
F 20.2832 29.8340 9.4625
F 20.2553 28.0305 8.2607
F 23.4390 34.4397 1.1076
O 25.1817 41.8433 11.9384
O 21.6328 35.5699 6.6234
O 21.4545 31.4576 7.2668
O 23.1598 34.4790 7.6589
O 24.6299 30.5210 7.4316
O 19.7500 33.7793 5.4200
O 20.1376 33.4956 8.3094
O 21.7775 29.5205 5.9394
O 19.9504 31.2740 12.8210
O 20.4449 37.9199 4.2561
O 22.3974 35.9679 3.9554
O 23.3472 36.5568 7.0608
O 25.4184 36.8746 13.2234
O 23.3598 39.1652 5.0248
O 21.0344 38.6119 6.9889
O 28.4319 34.3069 5.2163
O 26.5434 33.0700 10.0509
O 22.5695 33.6176 4.7891
O 24.5298 34.6655 3.8191
O 19.4558 30.1398 6.4818
N 21.6895 32.3030 11.9046
N 23.8323 36.5170 11.6089
N 18.1430 37.7908 4.5376
N 25.3088 40.6337 10.0147
N 17.8350 33.7713 4.2467
N 26.9040 35.1147 9.1482
N 21.2556 40.8853 7.3835
N 25.9659 31.0243 5.6924
N 19.1903 34.9532 9.6671
N 27.9034 35.8893 3.6920
C 21.5618 42.0079 8.1930
C 28.1637 35.3768 9.8422
C 21.4591 33.5965 12.4289
C 21.4456 39.5622 7.6272
C 20.9422 29.1136 8.5060
C 18.5110 35.1941 10.9081
C 25.1515 40.7310 11.3561
C 17.2061 33.7232 2.9330
C 19.1104 33.9471 4.3873
C 19.5018 36.1223 8.9298
C 26.2321 33.9802 9.3306
C 20.5331 41.2383 6.1498
C 18.0679 36.8685 5.6747
C 25.6736 41.7351 9.0810
C 24.9888 39.4079 9.3936
C 25.5978 39.7940 4.4087
C 22.6711 33.8179 2.0743
C 23.3740 35.8484 10.3400
C 23.6822 41.0270 3.2983
C 27.2674 30.6939 5.2412
C 19.2416 38.2212 3.9682
C 27.0479 36.3482 2.5138
C 24.9640 31.1143 4.5998
C 20.9060 31.1843 12.0247
C 29.2839 36.0979 3.3804
C 16.9080 38.2894 4.0708
C 26.5132 36.0876 8.1115
C 25.7301 30.8525 6.9818
C 22.7295 35.5269 7.2139
C 24.1184 39.7066 3.9916
C 27.5729 35.0239 4.6224
C 19.4113 33.6969 9.2434
C 22.8634 37.1601 12.4381
C 22.8682 32.2333 10.9878
C 16.8709 33.6321 5.4328
C 25.0922 36.3757 12.1143
H 22.0834 36.4728 12.7658
H 22.6534 35.0696 10.5897
H 17.8787 34.0849 2.1552
H 19.7156 34.1656 3.4940
H 25.9816 36.3703 2.7388
H 24.2764 38.8473 9.9989
H 28.6235 34.5095 10.3160
H 26.7249 41.9493 9.2733
H 23.9630 31.3724 4.9454
H 16.8043 39.2993 4.4674
H 23.9798 41.2631 2.2766
H 20.4231 36.6005 9.2623
H 18.8653 32.9546 9.8460
H 17.3954 36.0391 5.4558
H 29.9611 36.2162 4.2263
H 24.7361 39.7996 11.7711
H 19.1474 35.8048 11.5486
H 19.7861 40.5157 5.8212
H 22.2066 37.9381 12.0489
H 23.0889 36.6051 9.6091
H 28.0682 36.1765 10.5768
H 23.2263 31.2278 10.7668
H 24.8263 30.1700 4.0732
H 22.0218 42.7415 7.5309
H 25.2947 31.7985 3.8184
H 21.3166 34.4626 11.7826
H 16.2532 34.2456 3.0180
H 21.1778 41.3148 5.2743
H 28.8331 35.7636 9.0739
H 29.7057 35.3378 2.7230
H 29.5927 36.9764 2.8140
H 27.1919 35.7548 1.6110
H 22.6123 40.8209 3.2668
H 19.0152 36.4127 5.9628
H 16.4760 32.6205 5.3390
H 24.2894 35.3880 9.9682
H 27.3630 36.2157 7.4410
H 26.3623 37.1364 8.3672
H 22.2120 41.9379 9.0650
H 16.8559 32.6916 2.8966
H 25.6049 35.8916 7.5416
H 26.0185 38.9345 4.9306
H 21.2587 30.3597 11.3861
H 26.2269 39.7223 3.5214
H 19.6619 36.0217 7.8564
H 18.2409 34.2268 11.3318
H 27.9918 30.5187 6.0366
H 25.6980 35.6791 11.5145
H 20.7885 33.5207 13.2848
H 25.3634 33.9097 8.6579
H 22.3149 33.9669 12.9934
H 25.6020 41.6251 7.9990
H 18.9852 38.9122 3.1502
H 16.7668 38.4345 2.9997
H 25.7808 40.7234 4.9479
H 26.6519 30.9679 7.5728
H 20.1566 42.2312 6.3957
H 27.6732 31.4436 4.5620
H 20.6792 42.4506 8.6546
H 27.2524 37.3552 2.1502
H 17.5397 35.6409 10.6959
H 23.6491 32.7849 11.5113
H 25.2029 42.7035 9.2509
H 17.2480 33.6306 6.4554
H 25.9502 38.9042 9.2934
H 17.7778 37.4384 6.5574
H 23.9284 38.9225 3.2586
H 23.8667 41.8562 3.9814
H 23.2288 37.5896 13.3709
H 15.9998 34.2847 5.3746
H 26.4874 35.0586 4.8033
H 18.7668 36.9266 8.8970
H 27.1176 29.7360 4.7430
H 22.5713 32.7435 10.0715
H 16.0009 37.8152 4.4456
H 24.4469 39.6425 8.4774
H 22.1439 39.5430 8.4782
```

Here are the Mulliken charges for atoms 1 to 2, given in e: 2.452, 0.506